(1)
Here is C2H2N4O in the gas phase in a non-equilibrium geometry from OMol25. Energies are from ωB97M-V/def2-TZVPD.

Max |F| in eV/Å: 3.6
SMILES: O=Cc1nnn[nH]1
Spin multiplicity: 1
Relative energy (zero: lowest compared OMol25 entry of this formula, charge and spin) in eV: 0.000
Highest occupied orbital energy in Eh: -0.40948
Gap between HOMO and LUMO in eV: 10.5

The geometry in XYZ format:
```
9
Properties=species:S:1:pos:R:3:nbo_charge:R:1
O 1.15862 -1.07769 -1.73222 -0.493
C 1.23405 -0.10760 -0.98787 0.383
C 0.12808 0.19002 -0.05068 0.170
N 0.08479 1.31462 0.63682 -0.242
N -1.05834 1.22792 1.40225 -0.068
N -1.59972 0.06881 1.23566 -0.026
N -0.94207 -0.61311 0.33929 -0.327
H 2.13517 0.55023 -0.93912 0.165
H -1.14058 -1.55318 0.09586 0.438
```

(2)
Here is C2H2N4O2 in the gas phase in a non-equilibrium geometry from OMol25. Energies are from ωB97M-V/def2-TZVPD.

Max |F| in eV/Å: 3.2
SMILES: O=Cn1nnc(=O)[nH]1
Spin multiplicity: 1
Relative energy (zero: lowest compared OMol25 entry of this formula, charge and spin) in eV: 3.445
Highest occupied orbital energy in Eh: -0.36361
Gap between HOMO and LUMO in eV: 9.1

The geometry in XYZ format:
```
10
Properties=species:S:1:pos:R:3:nbo_charge:R:1
O 1.15724 -0.70728 1.95671 -0.527
C 1.22665 -1.07570 0.82194 0.524
N 0.45493 -0.27568 -0.09693 -0.121
N 0.35456 -0.40035 -1.46402 0.067
N -0.47548 0.47919 -1.81295 -0.251
C -1.18435 1.03765 -0.74347 0.675
O -2.19844 1.72975 -0.79822 -0.571
N -0.51730 0.51908 0.35605 -0.430
H 1.88691 -1.87167 0.43945 0.181
H -0.70471 0.56501 1.34143 0.452
```

(3)
Here is C2H2N4O2 in the gas phase in a non-equilibrium geometry from OMol25. Energies are from ωB97M-V/def2-TZVPD.

Max |F| in eV/Å: 5.5
SMILES: [H]/N=C/n1onnc1=O
Spin multiplicity: 1
Relative energy (zero: lowest compared OMol25 entry of this formula, charge and spin) in eV: 6.797
Highest occupied orbital energy in Eh: -0.38815
Gap between HOMO and LUMO in eV: 9.8

The geometry in XYZ format:
```
10
Properties=species:S:1:pos:R:3:nbo_charge:R:1
H -0.78833 -3.18670 -0.20905 0.395
N -0.71489 -2.04448 -0.43036 -0.648
C -0.13398 -1.15137 0.41159 0.230
N -0.45163 0.30888 0.39184 -0.221
O -0.86153 0.68553 -0.98505 -0.196
N -0.37785 1.88324 -1.35196 0.251
N 0.44321 2.26431 -0.57953 -0.276
C 0.74237 1.35451 0.43455 0.735
O 1.72610 1.35737 1.04651 -0.460
H 0.41652 -1.47128 1.27148 0.190
```

(4)
Here is C2H2N4O2 in the gas phase in a non-equilibrium geometry from OMol25. Energies are from ωB97M-V/def2-TZVPD.

Max |F| in eV/Å: 2.2
SMILES: O=c1nc(O)nn[nH]1
Spin multiplicity: 1
Relative energy (zero: lowest compared OMol25 entry of this formula, charge and spin) in eV: 2.079
Highest occupied orbital energy in Eh: -0.38212
Gap between HOMO and LUMO in eV: 9.8

The geometry in XYZ format:
```
10
Properties=species:S:1:pos:R:3:nbo_charge:R:1
O 2.26417 -1.03298 -0.07436 -0.563
C 1.20582 -0.46313 0.04487 0.737
N -0.05588 -1.01387 0.10344 -0.565
C -1.05482 -0.24923 -0.01782 0.666
O -2.26866 -0.75417 -0.00636 -0.617
N -1.08493 1.12089 -0.04112 -0.271
N 0.04053 1.69528 0.00695 0.103
N 1.14664 0.95096 0.03609 -0.420
H -2.20788 -1.73280 -0.08013 0.507
H 2.01500 1.47906 0.02843 0.422
```

(5)
Here is C2H2N4S in the gas phase in a non-equilibrium geometry from OMol25. Energies are from ωB97M-V/def2-TZVPD.

Max |F| in eV/Å: 3.9
SMILES: S=c1nncn[nH]1
Spin multiplicity: 1
Relative energy (zero: lowest compared OMol25 entry of this formula, charge and spin) in eV: 1.225
Highest occupied orbital energy in Eh: -0.33728
Gap between HOMO and LUMO in eV: 8.0

The geometry in XYZ format:
```
9
Properties=species:S:1:pos:R:3:nbo_charge:R:1
S -2.82889 -0.23829 -0.00527 -0.022
C -1.23616 -0.33574 -0.07298 0.087
N -0.34841 -1.50493 -0.07838 -0.169
N 0.94465 -1.38197 -0.05819 -0.125
C 1.55212 -0.08899 -0.00732 0.071
N 0.77647 0.95366 -0.04021 -0.159
N -0.48056 0.85754 -0.16111 -0.332
H 2.65763 -0.00994 0.30654 0.229
H -1.03685 1.74865 0.11692 0.420
```

(6)
Here is 2 unconnected molecules or ions with the total composition C2H2NO2 in a non-equilibrium geometry from OMol25. Energies are from ωB97M-V/def2-TZVPD.

Charge: -1
Max |F| in eV/Å: 5.9
Spin multiplicity: 1
Relative energy (zero: lowest compared OMol25 entry of this formula, charge and spin) in eV: 4.582
Highest occupied orbital energy (spin up / spin down) in Eh: -0.11726 / -0.08622
Gap between HOMO and LUMO (spin up / spin down) in eV: 7.3 / 6.6

The geometry in XYZ format:
```
7
Properties=species:S:1:pos:R:3:nbo_charge:R:1
C 1.23995 -0.01202 -0.07828 -0.137
C -1.12022 -0.33653 -0.00850 0.848
N 0.04626 -0.21335 -0.49668 -0.456
O -1.96526 -1.14961 0.21858 -0.615
O -1.72978 1.51196 0.21039 -0.935
H 2.01216 0.16032 -0.81723 0.148
H 1.51689 0.03924 0.97173 0.147
```

(7)
Here is 3 unconnected molecules or ions with the total composition C2H2NO3 in a non-equilibrium geometry from OMol25. Energies are from ωB97M-V/def2-TZVPD.

Charge: -1
Max |F| in eV/Å: 7.9
Spin multiplicity: 1
Relative energy (zero: lowest compared OMol25 entry of this formula, charge and spin) in eV: 3.818
Highest occupied orbital energy in Eh: -0.09783
Gap between HOMO and LUMO in eV: 5.6

The geometry in XYZ format:
```
8
Properties=species:S:1:pos:R:3:nbo_charge:R:1
C -2.18664 0.28707 1.14654 1.028
C 0.92014 -0.56010 -1.94101 0.113
N 0.24195 -1.14504 -2.70939 -0.372
O -2.44299 1.39344 0.99006 -0.516
O -2.10276 -0.81218 1.49694 -0.513
O 2.50912 0.57984 1.40056 -1.304
H 1.49359 -0.28087 -1.17889 0.243
H 1.56762 0.53783 0.79520 0.322
```

(8)
Here is a molecular structure, C2H2NO3 in a non-equilibrium geometry from OMol25. Energies are from ωB97M-V/def2-TZVPD.

Charge: -1
Max |F| in eV/Å: 8.2
Spin multiplicity: 1
Relative energy (zero: lowest compared OMol25 entry of this formula, charge and spin) in eV: 5.311
Highest occupied orbital energy in Eh: -0.15792
Gap between HOMO and LUMO in eV: 8.2

The geometry in XYZ format:
```
8
Properties=species:S:1:pos:R:3:nbo_charge:R:1
C 0.47458 -1.34888 0.02914 0.542
C 1.49488 -1.60986 -1.11132 0.667
N 0.17538 -0.19926 0.48309 -0.737
O 1.50103 -0.59575 -1.88138 -0.748
O -0.82951 -2.46095 0.76922 -0.862
O 2.18673 -2.65034 -1.04959 -0.683
H 0.93215 0.57732 0.28509 0.394
H -0.58611 0.01304 1.18183 0.428
```

(9)
Here is a gas-phase ion, C2H2NO3 (charge -1) in a non-equilibrium geometry from OMol25. Energies are from ωB97M-V/def2-TZVPD.

Charge: -1
Max |F| in eV/Å: 4.7
SMILES: C=[N+]([O-])C(=O)[O-]
Spin multiplicity: 1
Relative energy (zero: lowest compared OMol25 entry of this formula, charge and spin) in eV: 3.425
Highest occupied orbital energy in Eh: -0.14560
Gap between HOMO and LUMO in eV: 8.3

The geometry in XYZ format:
```
8
Properties=species:S:1:pos:R:3:nbo_charge:R:1
C 1.23789 -0.06400 -0.08795 -0.252
N 0.07228 -0.56837 -0.02302 0.000
O -0.09822 -1.88518 -0.13235 -0.633
C -1.26780 0.50854 0.22595 0.904
O -0.90750 1.52063 -0.31109 -0.724
O -2.27654 0.06126 0.68213 -0.666
H 2.15852 -0.53307 -0.18778 0.168
H 1.08137 0.96018 -0.16588 0.203
```

(10)
Here is 2 unconnected molecules or ions with the total composition C2H2NO3S in a non-equilibrium geometry from OMol25. Energies are from ωB97M-V/def2-TZVPD.

Charge: -1
Max |F| in eV/Å: 3.4
Spin multiplicity: 1
Relative energy (zero: lowest compared OMol25 entry of this formula, charge and spin) in eV: 1.816
Highest occupied orbital energy in Eh: -0.12601
Gap between HOMO and LUMO in eV: 7.1

The geometry in XYZ format:
```
9
Properties=species:S:1:pos:R:3:nbo_charge:R:1
C -0.51347 -0.47584 -0.99827 -0.399
C 1.44102 1.36333 -0.14169 1.058
N -0.44976 0.24396 0.25861 -0.928
O 0.89149 2.35536 -0.45884 -0.593
O 2.33448 0.66816 0.16753 -0.568
O -1.12650 -2.52262 0.64475 -1.076
S -0.92096 -2.12477 -0.83769 0.722
H -1.01800 1.05714 0.46484 0.390
H -0.63828 -0.56472 0.90076 0.393
```

(11)
Here is 2 unconnected molecules or ions with the total composition C2H2NO3S in a non-equilibrium geometry from OMol25. Energies are from ωB97M-V/def2-TZVPD.

Charge: -1
Max |F| in eV/Å: 3.5
Spin multiplicity: 1
Relative energy (zero: lowest compared OMol25 entry of this formula, charge and spin) in eV: 3.968
Highest occupied orbital energy in Eh: -0.13507
Gap between HOMO and LUMO in eV: 6.6

The geometry in XYZ format:
```
9
Properties=species:S:1:pos:R:3:nbo_charge:R:1
C 0.19517 -0.18625 2.05278 0.365
C 0.62546 -0.36251 0.70201 -0.532
N -0.59499 0.52613 -2.32263 0.203
O -0.46165 -0.56886 2.98415 -0.538
O -1.13553 1.50532 -2.94577 -0.561
O -1.07567 -0.66045 -2.64611 -0.616
S 1.24838 1.04775 1.73043 0.141
H 1.35577 -1.21500 0.49482 0.239
H -0.15694 -0.08613 -0.04968 0.299
```

(12)
Here is C2H2O2 in the gas phase in a non-equilibrium geometry from OMol25. Energies are from ωB97M-V/def2-TZVPD.

Max |F| in eV/Å: 10.6
SMILES: C#COO
Spin multiplicity: 1
Relative energy (zero: lowest compared OMol25 entry of this formula, charge and spin) in eV: 5.732
Highest occupied orbital energy in Eh: -0.35179
Gap between HOMO and LUMO in eV: 9.1

The geometry in XYZ format:
```
6
Properties=species:S:1:pos:R:3:nbo_charge:R:1
C -1.57153 -0.07512 0.03165 -0.362
C -0.27325 0.19376 -0.37420 0.285
O 0.83409 0.76199 -0.39978 -0.247
O 2.01443 -0.01026 0.13141 -0.394
H -2.60318 -0.48052 -0.27183 0.262
H 1.59944 -0.38984 0.88275 0.457
```

(13)
Here is 2 unconnected molecules or ions with the total composition C2H2O2 in a non-equilibrium geometry from OMol25. Energies are from ωB97M-V/def2-TZVPD.

Max |F| in eV/Å: 3.3
Spin multiplicity: 1
Relative energy (zero: lowest compared OMol25 entry of this formula, charge and spin) in eV: 7.551
Highest occupied orbital energy (spin up / spin down) in Eh: -0.37377 / -0.37557
Gap between HOMO and LUMO (spin up / spin down) in eV: 9.0 / 9.1

The geometry in XYZ format:
```
6
Properties=species:S:1:pos:R:3:nbo_charge:R:1
C 0.36947 -0.50611 0.20427 0.438
C -0.41786 0.54689 -0.40149 -0.269
O 1.62956 -1.23785 2.04918 -0.207
O -0.25836 -0.85398 -0.80630 -0.379
H -1.38707 0.78984 0.00751 0.209
H 0.06426 1.26120 -1.05316 0.208
```

(14)
Here is a molecular structure, C2H2O2S in a non-equilibrium geometry from OMol25. Energies are from ωB97M-V/def2-TZVPD.

Max |F| in eV/Å: 7.2
Spin multiplicity: 1
Relative energy (zero: lowest compared OMol25 entry of this formula, charge and spin) in eV: 2.520
Highest occupied orbital energy in Eh: -0.37387
Gap between HOMO and LUMO in eV: 9.2

The geometry in XYZ format:
```
7
Properties=species:S:1:pos:R:3:nbo_charge:R:1
C -0.27338 0.27221 -0.00794 0.202
C 1.09521 -0.60135 0.07716 0.293
H -2.30589 1.00502 0.23864 0.201
H 1.27484 -1.92571 0.24250 0.173
O -0.15327 1.47526 -0.06480 -0.508
O 2.13853 0.08128 -0.29005 -0.459
S -1.77604 -0.30673 -0.19550 0.097
```

(15)
Here is 2 unconnected molecules or ions with the total composition C2H2O2S2 in a non-equilibrium geometry from OMol25. Energies are from ωB97M-V/def2-TZVPD.

Max |F| in eV/Å: 3.0
Spin multiplicity: 1
Relative energy (zero: lowest compared OMol25 entry of this formula, charge and spin) in eV: 8.123
Highest occupied orbital energy (spin up / spin down) in Eh: -0.36951 / -0.37392
Gap between HOMO and LUMO (spin up / spin down) in eV: 7.7 / 8.2

The geometry in XYZ format:
```
8
Properties=species:S:1:pos:R:3:nbo_charge:R:1
C -0.24898 -0.59475 -1.66958 -0.501
C -1.40953 -0.64160 1.24525 -0.414
O -0.18173 0.26679 -4.02671 -0.871
O -1.35865 -2.33725 3.09322 -0.893
S -0.87009 0.46021 -2.73712 1.128
S -0.67828 -1.92362 1.89496 1.114
H 0.32827 -1.44436 -1.13750 0.252
H -1.16246 -0.23483 0.21560 0.185
```

(16)
Here is 2 unconnected molecules or ions with the total composition C2H2O2S2 in a non-equilibrium geometry from OMol25. Energies are from ωB97M-V/def2-TZVPD.

Max |F| in eV/Å: 3.3
Spin multiplicity: 1
Relative energy (zero: lowest compared OMol25 entry of this formula, charge and spin) in eV: 4.214
Highest occupied orbital energy in Eh: -0.34776
Gap between HOMO and LUMO in eV: 8.0

The geometry in XYZ format:
```
8
Properties=species:S:1:pos:R:3:nbo_charge:R:1
C 1.23631 0.79114 -0.21561 -0.114
C 0.10007 1.62238 -0.63379 -0.542
O -0.02903 -2.22724 -0.53928 -0.828
O -1.28462 -2.40947 1.64223 -0.824
S 0.14785 0.72593 1.05446 0.197
S -0.04374 -2.18486 0.94608 1.625
H 0.29711 2.63344 -0.88492 0.245
H -0.42395 1.04868 -1.36917 0.241
```

(17)
Here is C2H2O2S2 in the gas phase in a non-equilibrium geometry from OMol25. Energies are from ωB97M-V/def2-TZVPD.

Max |F| in eV/Å: 4.1
SMILES: O=C(O)C(=S)S
Spin multiplicity: 1
Relative energy (zero: lowest compared OMol25 entry of this formula, charge and spin) in eV: 0.949
Highest occupied orbital energy in Eh: -0.36994
Gap between HOMO and LUMO in eV: 8.4

The geometry in XYZ format:
```
8
Properties=species:S:1:pos:R:3:nbo_charge:R:1
O 0.28688 -2.06499 -0.20652 -0.553
C 0.77617 -0.95362 0.05582 0.704
O 2.11343 -0.63367 0.14216 -0.667
C -0.14836 0.31370 0.07073 -0.380
S 0.53709 1.70906 -0.06841 0.195
S -1.98461 -0.06691 0.02342 0.083
H 1.97830 0.49147 0.01457 0.441
H -1.78738 -1.33697 0.46084 0.178
```

(18)
Here is 2 unconnected molecules or ions with the total composition C2H2O3 in a non-equilibrium geometry from OMol25. Energies are from ωB97M-V/def2-TZVPD.

Max |F| in eV/Å: 4.4
Spin multiplicity: 1
Relative energy (zero: lowest compared OMol25 entry of this formula, charge and spin) in eV: 2.482
Highest occupied orbital energy in Eh: -0.32011
Gap between HOMO and LUMO in eV: 9.0

The geometry in XYZ format:
```
7
Properties=species:S:1:pos:R:3:nbo_charge:R:1
C 1.92374 0.18690 -0.01128 1.019
C -1.59325 -0.52699 0.50999 0.079
O 1.64995 0.95262 0.79309 -0.518
O 2.29297 -0.55197 -0.79961 -0.504
O -1.29000 0.23737 -0.55506 -0.658
H -2.06895 -1.42070 0.27096 0.076
H -0.91445 1.12277 -0.20809 0.506
```

(19)
Here is 2 unconnected molecules or ions with the total composition C2H2O3 in a non-equilibrium geometry from OMol25. Energies are from ωB97M-V/def2-TZVPD.

Max |F| in eV/Å: 6.0
<S²>: 2.01
Spin multiplicity: 3
Relative energy (zero: lowest compared OMol25 entry of this formula, charge and spin) in eV: 6.128
Highest occupied orbital energy (spin up / spin down) in Eh: -0.25177 / -0.43048
Gap between HOMO and LUMO (spin up / spin down) in eV: 7.0 / 9.3

The geometry in XYZ format:
```
7
Properties=species:S:1:pos:R:3:lowdin_spin:R:1
C 1.64236 -0.30857 -0.25481 0.758
C -2.00574 -0.24571 0.10358 0.006
O 0.89402 -0.30463 0.69102 0.986
O -2.66476 0.45711 0.96748 0.001
O -2.05364 1.00684 -0.25888 0.002
H 1.62357 -0.83072 -1.21991 0.115
H 2.56419 0.22568 -0.02848 0.133
```

(20)
Here is 2 unconnected molecules or ions with the total composition C2H2O3S in a non-equilibrium geometry from OMol25. Energies are from ωB97M-V/def2-TZVPD.

Max |F| in eV/Å: 6.3
Spin multiplicity: 1
Relative energy (zero: lowest compared OMol25 entry of this formula, charge and spin) in eV: 3.980
Highest occupied orbital energy (spin up / spin down) in Eh: -0.32988 / -0.32986
Gap between HOMO and LUMO (spin up / spin down) in eV: 7.9 / 7.9

The geometry in XYZ format:
```
8
Properties=species:S:1:pos:R:3:nbo_charge:R:1
C -0.39226 -0.82228 0.33218 0.747
C -1.93741 -0.20012 0.03774 -0.677
O 1.59708 1.31097 0.72507 -0.840
O 2.08751 0.31550 -1.43404 -0.837
O 0.53261 -1.49635 0.46404 -0.491
S 2.33552 0.32442 -0.01892 1.660
H -1.96148 0.16828 -0.96709 0.220
H -2.26158 0.39959 0.86102 0.218
```